Below is 17 unconnected molecules or ions with the total composition C74H178Cl14N10 in a non-equilibrium geometry, with properties calculated with ωB97M-V/def2-TZVPD.

Calculated values
Net charge = 0
Molecular weight = 1704.7 g mol⁻¹
Energy = -9916.338097 hartree
Orbital gap = 8.2 eV

Each line ends with the Löwdin charge.
Geometry (Å):
C: -7.991 4.280 1.788  -0.083
C: -6.794 3.326 2.083  -0.239
N: -5.493 4.056 2.196  -0.182
C: -4.461 3.161 2.851  -0.209
C: -3.090 3.918 3.034  -0.084
C: -5.031 4.717 0.997  -0.237
C: -4.619 3.751 -0.161  -0.056
H: -8.952 3.775 1.886  0.064
H: -7.975 4.640 0.759  0.056
H: -7.981 5.178 2.406  0.074
H: -7.058 2.753 2.972  0.064
H: -6.671 2.565 1.312  0.090
H: -4.792 2.909 3.858  0.086
H: -4.295 2.266 2.250  0.078
H: -2.512 4.024 2.115  0.044
H: -3.120 4.925 3.450  0.077
H: -2.448 3.366 3.720  0.046
H: -4.178 5.363 1.204  0.096
H: -5.834 5.402 0.722  0.102
H: -5.380 3.097 -0.586  0.053
H: -3.875 3.064 0.241  0.040
H: -4.201 4.316 -0.995  0.053
C: -1.848 -3.527 4.099  -0.085
C: -2.076 -5.032 3.824  -0.250
N: -2.004 -5.480 2.448  -0.176
C: -2.013 -6.957 2.369  -0.231
C: -0.574 -7.481 2.551  -0.075
C: -3.116 -4.792 1.715  -0.239
C: -3.350 -5.184 0.240  -0.072
H: -1.999 -3.197 5.127  0.060
H: -2.543 -2.827 3.635  0.000
H: -0.876 -3.170 3.757  0.055
H: -1.281 -5.540 4.371  0.109
H: -3.043 -5.379 4.189  0.104
H: -2.659 -7.399 3.127  0.108
H: -2.454 -7.312 1.438  0.100
H: 0.102 -7.177 1.751  0.048
H: -0.142 -7.378 3.546  0.068
H: -0.656 -8.565 2.477  0.066
H: -2.858 -3.734 1.762  0.083
H: -4.053 -4.880 2.265  0.067
H: -3.546 -6.222 -0.029  0.061
H: -2.480 -5.032 -0.400  0.059
H: -4.214 -4.645 -0.148  0.031
C: 2.346 -0.729 -4.266  -0.106
C: 0.837 -0.615 -4.407  -0.226
N: 0.508 -0.501 -5.873  -0.160
C: 0.611 -1.822 -6.474  -0.256
C: 0.435 -1.712 -8.018  -0.084
C: -0.835 0.049 -6.013  -0.276
C: -0.994 1.523 -5.650  -0.066
H: 2.827 -1.489 -4.882  0.060
H: 2.579 -0.985 -3.232  0.035
H: 2.887 0.185 -4.510  0.060
H: 0.359 -1.481 -3.950  0.071
H: 0.547 0.268 -3.837  0.087
H: 1.601 -2.251 -6.314  0.096
H: -0.059 -2.548 -6.014  0.089
H: 0.955 -0.882 -8.496  0.077
H: 0.685 -2.661 -8.492  0.067
H: -0.601 -1.575 -8.327  0.037
H: -1.496 -0.586 -5.424  0.066
H: -1.114 0.017 -7.066  0.098
H: -0.655 1.761 -4.642  0.032
H: -2.050 1.777 -5.742  0.056
H: -0.537 2.110 -6.447  0.079
C: 4.125 0.894 6.559  -0.095
C: 2.636 0.935 6.355  -0.269
N: 2.112 0.496 5.060  -0.146
C: 0.630 0.387 5.146  -0.267
C: 0.005 1.762 5.424  -0.087
C: 2.657 -0.809 4.612  -0.254
C: 2.144 -1.387 3.328  -0.077
H: 4.627 1.467 5.778  0.067
H: 4.588 -0.092 6.515  0.064
H: 4.412 1.309 7.525  0.078
H: 2.235 0.354 7.185  0.118
H: 2.319 1.973 6.452  0.108
H: 0.156 0.049 4.225  0.064
H: 0.238 -0.383 5.809  0.047
H: 0.183 2.040 6.462  0.067
H: 0.465 2.475 4.740  0.044
H: -1.060 1.771 5.193  0.027
H: 2.464 -1.498 5.435  0.122
H: 3.728 -0.626 4.522  0.082
H: 2.126 -0.558 2.621  0.064
H: 1.124 -1.731 3.497  0.058
H: 2.784 -2.156 2.895  0.051
C: 1.248 -4.465 1.127  -0.060
C: 0.643 -4.953 -0.222  -0.232
N: 1.791 -5.321 -1.046  -0.177
C: 2.414 -6.608 -0.632  -0.248
C: 3.710 -6.940 -1.304  -0.089
C: 1.438 -5.355 -2.482  -0.226
C: 1.094 -3.976 -3.018  -0.096
H: 2.037 -3.740 0.929  0.043
H: 1.785 -5.244 1.668  0.057
H: 0.529 -4.111 1.866  0.053
H: -0.102 -5.746 -0.165  0.097
H: 0.017 -4.141 -0.591  0.085
H: 2.637 -6.669 0.433  0.104
H: 1.667 -7.378 -0.822  0.112
H: 3.602 -6.922 -2.388  0.061
H: 4.517 -6.228 -1.128  0.040
H: 4.071 -7.920 -0.994  0.082
H: 0.573 -6.016 -2.539  0.115
H: 2.229 -5.709 -3.143  0.103
H: 1.107 -3.832 -4.099  0.067
H: 1.812 -3.228 -2.683  0.055
H: 0.073 -3.710 -2.747  0.015
C: 8.864 -2.633 3.335  -0.083
C: 8.129 -1.811 4.385  -0.249
N: 6.671 -1.694 4.225  -0.147
C: 5.956 -3.001 4.176  -0.232
C: 6.229 -3.947 5.397  -0.072
C: 6.202 -0.917 3.043  -0.277
C: 6.731 0.492 3.090  -0.104
H: 8.670 -2.327 2.307  0.063
H: 8.684 -3.693 3.512  0.067
H: 9.913 -2.392 3.506  0.076
H: 8.322 -2.203 5.384  0.108
H: 8.645 -0.853 4.332  0.103
H: 4.900 -2.734 4.202  0.091
H: 6.168 -3.543 3.254  0.089
H: 6.001 -3.529 6.378  0.068
H: 5.501 -4.755 5.335  0.068
H: 7.284 -4.216 5.442  0.056
H: 5.113 -0.888 3.036  0.082
H: 6.522 -1.271 2.063  0.075
H: 7.747 0.632 2.721  0.070
H: 6.618 0.859 4.110  0.076
H: 6.048 1.071 2.468  0.026
C: -2.215 9.247 -0.625  -0.081
C: -1.489 7.999 -0.088  -0.257
N: -0.463 7.479 -0.996  -0.173
C: 0.371 6.447 -0.331  -0.243
C: 1.425 7.026 0.699  -0.099
C: -0.988 7.008 -2.291  -0.233
C: -2.130 5.952 -2.247  -0.083
H: -2.981 9.003 -1.361  0.064
H: -1.436 9.890 -1.035  0.074
H: -2.685 9.814 0.178  0.066
H: -1.080 8.114 0.915  0.113
H: -2.272 7.249 0.024  0.085
H: -0.186 5.731 0.273  0.068
H: 0.910 5.864 -1.078  0.067
H: 1.042 7.116 1.716  0.059
H: 2.325 6.412 0.725  -0.026
H: 1.788 8.004 0.382  0.067
H: -0.176 6.601 -2.894  0.092
H: -1.329 7.849 -2.895  0.102
H: -3.004 6.359 -1.738  0.055
H: -1.829 5.066 -1.688  0.047
H: -2.500 5.584 -3.204  0.046
C: -1.855 1.645 -1.174  -0.083
C: -1.203 1.271 0.133  -0.234
N: -1.363 -0.137 0.541  -0.162
C: -0.696 -1.015 -0.393  -0.268
C: 0.762 -0.779 -0.594  -0.076
C: -1.095 -0.434 1.946  -0.231
C: -2.234 0.092 2.810  -0.056
H: -1.258 1.273 -2.006  0.050
H: -1.613 2.692 -1.359  0.046
H: -2.919 1.431 -1.268  0.027
H: -0.203 1.675 0.293  0.080
H: -1.906 1.736 0.823  0.086
H: -0.820 -2.021 0.007  0.097
H: -1.206 -1.118 -1.351  0.093
H: 1.148 -1.726 -0.970  0.063
H: 0.867 0.017 -1.331  0.045
H: 1.357 -0.553 0.291  0.061
H: -0.123 -0.001 2.182  0.084
H: -0.961 -1.492 2.172  0.098
H: -2.531 1.132 2.675  0.046
H: -2.018 -0.043 3.870  0.051
H: -3.070 -0.557 2.551  0.066
C: 4.314 -2.193 0.755  -0.086
C: 4.541 -2.946 -0.570  -0.192
N: 6.009 -3.076 -0.949  -0.164
C: 5.949 -3.696 -2.280  -0.242
C: 5.317 -2.757 -3.333  -0.071
C: 6.700 -3.923 -0.029  -0.248
C: 8.225 -4.062 -0.348  -0.060
H: 4.649 -1.158 0.825  0.067
H: 4.698 -2.798 1.576  0.054
H: 3.248 -2.156 0.978  0.025
H: 4.025 -3.905 -0.532  0.097
H: 4.024 -2.344 -1.318  0.088
H: 6.915 -4.073 -2.616  0.107
H: 5.378 -4.624 -2.252  0.092
H: 5.657 -1.726 -3.242  0.065
H: 5.611 -3.053 -4.340  0.075
H: 4.227 -2.765 -3.311  0.036
H: 6.227 -4.893 -0.183  0.104
H: 6.572 -3.563 0.992  0.085
H: 8.692 -3.099 -0.557  0.054
H: 8.414 -4.822 -1.106  0.065
H: 8.705 -4.400 0.570  0.059
C: -3.921 6.909 -7.365  -0.095
C: -4.178 6.467 -5.946  -0.260
N: -5.076 5.283 -6.001  -0.156
C: -5.101 4.731 -4.663  -0.319
C: -4.404 3.422 -4.706  -0.089
C: -6.452 5.688 -6.441  -0.243
C: -7.332 4.436 -6.653  -0.086
H: -4.828 7.138 -7.924  0.058
H: -3.439 6.095 -7.907  0.078
H: -3.187 7.714 -7.334  0.073
H: -3.241 6.244 -5.437  0.105
H: -4.644 7.264 -5.366  0.114
H: -4.617 5.357 -3.913  0.090
H: -6.096 4.597 -4.237  0.113
H: -4.399 2.899 -3.750  0.056
H: -4.953 2.830 -5.438  0.076
H: -3.366 3.597 -4.989  0.067
H: -6.428 6.129 -7.437  0.093
H: -6.988 6.375 -5.786  0.112
H: -8.353 4.769 -6.839  0.072
H: -7.257 3.736 -5.821  0.058
H: -6.913 3.985 -7.553  0.074
Cl: -2.274 -2.771 -3.791  0.596
C: -3.968 -2.896 -4.359  -0.633
C: -4.312 -2.071 -5.597  -0.657
Cl: -3.308 -2.523 -6.971  0.586
H: -4.635 -2.548 -3.571  0.020
H: -4.165 -3.962 -4.474  0.071
H: -4.240 -1.000 -5.412  0.067
H: -5.369 -2.139 -5.855  0.078
Cl: 0.758 3.638 2.080  0.608
C: 2.053 2.619 1.378  -0.640
C: 3.489 2.995 1.849  -0.579
Cl: 3.999 4.604 1.166  0.561
H: 1.989 2.743 0.296  0.000
H: 1.821 1.564 1.525  0.042
H: 4.145 2.258 1.387  0.020
H: 3.745 2.992 2.909  0.068
Cl: -6.175 -2.779 -1.096  0.552
C: -4.855 -1.840 -0.321  -0.637
C: -5.061 -0.328 -0.356  -0.630
Cl: -5.211 0.237 -2.031  0.580
H: -3.939 -2.120 -0.842  0.058
H: -4.828 -2.156 0.722  0.042
H: -4.272 0.269 0.103  0.049
H: -5.978 -0.063 0.170  0.064
Cl: -5.256 -2.906 3.704  0.618
C: -6.965 -2.660 3.198  -0.587
C: -7.608 -1.562 4.029  -0.667
Cl: -6.922 0.077 3.983  0.585
H: -7.497 -3.572 3.469  0.078
H: -7.027 -2.442 2.132  0.061
H: -7.686 -1.946 5.046  0.074
H: -8.599 -1.365 3.622  0.066
Cl: 6.910 1.665 -0.101  0.596
C: 6.798 0.018 -0.746  -0.648
C: 7.838 -0.095 -1.863  -0.681
Cl: 9.516 -0.131 -1.305  0.551
H: 5.786 -0.212 -1.079  0.030
H: 7.012 -0.667 0.074  0.039
H: 7.834 0.665 -2.644  0.062
H: 7.811 -1.005 -2.463  0.045
Cl: 3.413 1.501 -1.595  0.621
C: 3.583 2.938 -2.652  -0.590
C: 2.392 3.110 -3.607  -0.620
Cl: 0.908 3.542 -2.755  0.622
H: 4.482 2.775 -3.246  0.073
H: 3.777 3.874 -2.127  0.071
H: 2.136 2.250 -4.225  0.048
H: 2.561 4.034 -4.161  0.071
Cl: -3.791 1.230 6.351  0.590
C: -3.982 -0.524 6.328  -0.685
C: -3.353 -1.169 7.591  -0.622
Cl: -1.578 -1.020 7.511  0.582
H: -3.556 -0.933 5.412  0.025
H: -5.048 -0.754 6.317  0.043
H: -3.577 -2.229 7.702  0.068
H: -3.709 -0.647 8.479  0.064